No. 1
Below is C7H8N2O5Pr as an isolated structure in a non-equilibrium geometry, with properties calculated with ωB97M-V/def2-TZVPD.

The total energy is -1273.07834 hartree. The multiplicity is 3. Its total charge is +3. For the energy relative to the best compared isomer or geometry (same formula, charge and spin), the calculation gives 2.076 eV. For the molecular weight, the calculation gives 341.1 g/mol. As for the orbital gap (spin up / spin down): 8.1 / 8.2 eV.

Last column: Mulliken charge in e.
Geometry (Å):
Pr  -0.644  -0.628  -0.211  1.185
C  1.331  0.299  1.022  0.314
O  2.185  1.008  1.377  -0.191
C  0.433  -2.203  1.676  0.241
O  0.893  -2.884  2.486  -0.035
C  1.174  -1.843  -1.562  0.310
O  1.925  -2.225  -2.357  -0.019
C  -1.915  0.166  1.877  0.309
O  -2.580  0.704  2.658  -0.019
C  -2.613  -2.097  -1.122  -0.699
H  -3.186  -1.201  -0.853  0.509
H  -2.093  -1.912  -2.071  0.508
C  -2.084  -2.910  -0.172  -0.898
H  -1.212  -3.555  -0.321  0.541
H  -2.306  -2.843  0.898  0.543
N  0.719  3.452  0.374  -0.306
C  1.064  2.479  -0.494  0.777
N  2.184  2.502  -1.247  -0.307
O  0.506  1.296  -0.305  -0.692
H  1.094  4.410  0.390  0.263
H  -0.015  3.102  1.024  0.201
H  2.379  1.550  -1.618  0.201
H  2.760  3.331  -1.449  0.263


No. 2
Below is C12H28IrN3O2S2Si as an isolated structure in a non-equilibrium geometry, with properties calculated with ωB97M-V/def2-TZVPD.

The total energy is -1978.52575 hartree. Its total charge is +2. For the energy relative to the best compared isomer or geometry (same formula, charge and spin), the calculation gives 0.669 eV. For the molecular weight, the calculation gives 530.8 g/mol. As for the orbital gap: 7.4 eV.

Last column: Mulliken charge in e.
Geometry (Å):
Ir  0.034  0.102  -0.209  2.172
C  3.141  -5.425  2.354  -1.037
Si  1.820  -5.143  1.031  0.238
C  0.093  -5.237  1.769  -1.085
C  2.015  -6.370  -0.395  -1.066
C  2.273  -3.443  0.248  0.399
C  3.541  -3.317  -0.328  -0.239
C  3.955  -2.134  -0.925  -0.961
C  3.071  -1.074  -0.969  -0.293
N  1.852  -1.172  -0.446  -0.656
C  1.467  -2.310  0.159  0.511
S  -0.145  -2.152  0.794  -0.550
H  3.012  -6.417  2.787  0.356
H  3.050  -4.694  3.159  0.317
H  4.152  -5.366  1.952  0.356
H  -0.062  -6.241  2.166  0.359
H  -0.687  -5.053  1.029  0.344
H  -0.050  -4.533  2.590  0.333
H  1.857  -7.383  -0.025  0.355
H  3.008  -6.329  -0.843  0.355
H  1.278  -6.178  -1.176  0.332
H  4.216  -4.163  -0.310  0.369
H  4.940  -2.032  -1.355  0.441
H  3.339  -0.131  -1.427  0.445
N  -2.091  0.829  0.173  -0.666
C  -2.854  0.803  -1.082  -0.609
C  -2.549  -0.492  -1.797  -0.586
N  -1.106  -0.547  -2.086  -0.609
H  -2.494  0.188  0.851  0.302
H  -2.110  1.758  0.583  0.273
H  -2.534  1.652  -1.687  0.344
H  -3.930  0.875  -0.916  0.415
H  -3.153  -0.558  -2.704  0.432
H  -2.791  -1.343  -1.159  0.336
H  -0.872  0.129  -2.810  0.298
H  -0.865  -1.468  -2.442  0.278
O  0.463  2.163  -1.401  -0.642
H  0.424  2.921  -0.802  0.322
H  1.284  2.249  -1.902  0.314
C  0.251  1.113  4.291  -1.073
S  1.105  0.281  2.938  0.719
C  2.765  0.928  3.245  -1.054
O  0.650  1.043  1.687  -0.838
H  0.618  2.129  4.415  0.367
H  0.428  0.528  5.193  0.411
H  -0.813  1.124  4.070  0.345
H  3.221  0.335  4.037  0.425
H  2.712  1.975  3.532  0.380
H  3.341  0.822  2.328  0.320


No. 3
Below is CHAs3Br2F18O3Pt as an isolated structure in a non-equilibrium geometry, with properties calculated with ωB97M-V/def2-TZVPD.

The total energy is -14036.97547 hartree. The multiplicity is 3. Its total charge is -4. For the molecular weight, the calculation gives 982.6 g/mol. As for the orbital gap (spin up / spin down): 6.1 / 6.6 eV.

Last column: Mulliken charge in e.
Geometry (Å):
Pt  1.419  1.068  -0.179  2.120
As  -2.528  2.005  -0.309  2.018
F  -4.233  2.453  -0.337  -0.583
F  -2.214  3.362  -1.338  -0.511
F  -0.799  1.591  -0.292  -0.572
F  -2.938  0.663  0.698  -0.472
F  -2.744  0.960  -1.656  -0.471
F  -2.285  2.963  1.098  -0.499
As  0.460  -0.101  3.719  2.050
F  1.430  -1.534  3.620  -0.499
F  0.255  -0.362  5.453  -0.584
F  -0.500  1.329  3.839  -0.491
F  0.642  0.170  1.983  -0.535
F  -0.944  -1.067  3.448  -0.472
F  1.898  0.821  4.030  -0.508
As  0.459  -2.866  -0.719  2.054
F  1.629  -2.755  -1.977  -0.491
F  0.311  -4.596  -0.997  -0.579
F  -0.716  -2.949  0.552  -0.491
F  0.584  -1.104  -0.410  -0.611
F  -0.806  -2.559  -1.845  -0.475
F  1.698  -3.197  0.439  -0.482
O  1.681  0.635  -4.575  -0.514
C  0.782  0.591  -3.497  0.625
O  -0.327  0.114  -3.764  -0.724
O  1.237  1.020  -2.424  -1.006
H  1.120  0.324  -5.292  0.256
Br  1.729  3.349  1.109  -0.782
Br  3.701  -0.328  -0.377  -0.771


No. 4
Below is a 2-piece molecular cluster, C3H9N2 overall in a non-equilibrium geometry, with properties calculated with ωB97M-V/def2-TZVPD.

The total energy is -228.73454 hartree. Its total charge is +1. For the energy relative to the best compared isomer or geometry (same formula, charge and spin), the calculation gives 6.864 eV. For the molecular weight, the calculation gives 73.1 g/mol. As for the orbital gap (spin up / spin down): 6.0 / 9.7 eV.

Last column: Mulliken charge in e.
Geometry (Å):
C  -0.525  -1.647  -1.354  -1.187
C  0.348  1.934  2.198  -0.663
C  -0.745  -0.237  -0.719  -0.074
N  1.532  0.119  0.051  -0.310
N  0.379  0.393  -0.148  0.242
H  -0.221  -2.537  -0.760  0.347
H  -1.553  -2.020  -1.751  0.333
H  0.077  -1.654  -2.253  0.402
H  1.284  2.288  1.928  0.319
H  0.348  1.002  2.720  0.384
H  -0.383  2.772  2.056  0.333
H  -1.691  -0.001  -0.050  0.310
H  -0.968  0.288  -1.667  0.243
H  2.116  -0.699  -0.252  0.320


No. 5
Below is a 2-piece molecular cluster, C10H16S overall in a non-equilibrium geometry, with properties calculated with ωB97M-V/def2-TZVPD.

The total energy is -788.46456 hartree. The multiplicity is 2. Its total charge is +1. For the energy relative to the best compared isomer or geometry (same formula, charge and spin), the calculation gives 1.077 eV. For the molecular weight, the calculation gives 168.3 g/mol. As for the orbital gap (spin up / spin down): 8.3 / 3.4 eV.

Last column: Mulliken charge in e.
Geometry (Å):
C  -1.652  1.460  1.016  0.342
C  -2.057  2.442  -0.065  -1.286
C  -2.476  -1.164  1.725  -0.824
S  -3.021  0.584  1.738  0.327
H  -0.897  0.817  0.581  -0.197
H  -1.076  1.890  1.835  0.382
H  -2.495  2.035  -0.982  0.397
H  -1.199  2.974  -0.443  0.377
H  -2.360  -1.792  0.782  0.322
H  -1.583  -1.317  2.367  0.350
H  -3.148  -1.832  2.244  0.428
H  -2.947  3.007  0.250  0.381
C  0.703  0.679  -2.235  -1.115
C  0.628  -1.288  -0.665  -0.184
C  1.334  -0.280  -1.266  0.720
C  1.272  -2.008  0.383  -0.609
C  2.583  -1.777  0.660  -0.420
C  2.641  0.071  -0.838  -0.570
C  3.340  -0.782  -0.007  -0.565
H  -0.364  -1.583  -1.027  0.493
H  0.723  -2.654  1.048  0.405
H  0.592  0.196  -3.224  0.346
H  1.151  1.673  -2.275  0.372
H  3.157  -2.340  1.392  0.343
H  3.129  0.966  -1.248  0.294
H  4.389  -0.677  0.198  0.403
H  -0.367  0.700  -1.943  0.090


No. 6
Below is C22H58N2O11PSn4 as an isolated structure in a non-equilibrium geometry, with properties calculated with ωB97M-V/def2-TZVPD.

The total energy is -3006.55002 hartree. Its total charge is +5. For the energy relative to the best compared isomer or geometry (same formula, charge and spin), the calculation gives 0.000 eV. For the molecular weight, the calculation gives 1032.5 g/mol. As for the orbital gap: 2.3 eV.

Last column: Mulliken charge in e.
Geometry (Å):
Sn  -3.038  -0.834  -0.336  1.451
Sn  3.685  1.266  0.738  1.472
Sn  -0.287  3.517  0.963  1.428
Sn  0.588  -0.366  3.614  1.491
P  0.278  0.224  0.131  -0.293
O  -0.812  0.789  1.122  -0.742
O  0.979  1.419  -0.559  -1.047
O  -0.482  -0.710  -0.807  0.055
O  1.363  -0.550  0.950  -0.517
C  -1.003  -1.598  -5.495  -1.454
C  -0.798  -0.612  -4.357  1.401
C  -1.418  0.746  -4.552  -1.354
O  -1.428  -1.174  -3.158  -0.275
H  -0.353  -2.452  -5.309  0.362
H  -0.867  -1.126  -6.465  0.440
H  -2.018  -2.000  -5.487  0.308
H  0.266  -0.619  -4.087  -0.331
H  -1.446  1.368  -3.644  0.251
H  -2.472  0.684  -4.828  0.338
H  -0.902  1.380  -5.276  0.435
H  -0.970  -0.818  -2.390  0.086
C  -0.531  -5.574  -1.171  -1.652
C  -0.803  -4.224  -1.833  1.246
C  -1.999  -4.407  -2.748  -1.421
O  -1.101  -3.323  -0.736  -0.363
H  -0.534  -6.350  -1.942  0.493
H  -1.426  -5.877  -0.621  0.387
H  0.389  -5.676  -0.600  0.318
H  0.110  -3.967  -2.375  -0.107
H  -2.887  -4.684  -2.170  0.385
H  -1.798  -5.255  -3.400  0.430
H  -2.301  -3.552  -3.352  0.205
H  -0.695  -2.454  -0.834  0.145
C  1.675  3.609  -4.040  -1.388
C  1.955  4.363  -2.759  0.884
C  1.748  5.851  -2.882  -1.545
O  1.119  3.854  -1.681  -0.259
H  2.368  3.973  -4.810  0.501
H  0.748  3.908  -4.542  0.386
H  1.747  2.522  -4.100  0.208
H  2.986  4.077  -2.506  0.062
H  0.744  5.988  -3.291  0.413
H  2.366  6.201  -3.713  0.393
H  1.969  6.462  -2.013  0.385
H  1.249  2.916  -1.504  0.490
C  2.176  -4.321  4.235  -1.441
C  1.893  -3.816  2.829  0.646
C  0.440  -3.875  2.389  -0.675
O  2.328  -2.441  2.763  -0.537
H  3.250  -4.281  4.405  0.401
H  1.863  -5.365  4.258  0.404
H  1.663  -3.777  5.033  0.323
H  2.459  -4.466  2.151  0.237
H  0.320  -3.561  1.348  0.203
H  -0.189  -3.133  2.944  -0.146
H  -0.035  -4.827  2.617  0.515
H  2.129  -2.088  1.880  0.333
C  -5.460  0.493  2.575  -0.768
O  -4.489  1.053  1.672  -0.224
C  -3.837  2.193  2.173  -0.273
C  -2.702  1.898  3.156  0.445
N  -2.055  3.144  3.574  0.003
C  -2.677  3.927  4.636  -1.040
C  -2.630  3.351  6.067  -0.243
O  -3.689  3.861  6.765  -0.350
C  -3.470  4.120  8.166  -0.701
H  -4.993  0.344  3.552  0.334
H  -5.802  -0.506  2.302  0.336
H  -6.353  1.106  2.690  0.287
H  -4.451  3.079  2.358  0.468
H  -3.303  2.608  1.291  -0.186
H  -1.965  1.304  2.628  -0.790
H  -3.111  1.373  4.028  0.513
H  -1.058  3.030  3.732  0.329
H  -3.740  4.063  4.424  0.355
H  -2.278  4.942  4.667  0.427
H  -1.659  3.552  6.543  0.395
H  -2.648  2.246  5.954  0.176
H  -2.974  5.098  8.176  0.328
H  -2.812  3.388  8.631  0.317
H  -4.430  4.244  8.653  0.259
C  2.751  -2.354  -2.640  -1.513
C  3.802  -1.449  -1.950  0.558
C  3.692  -0.049  -2.504  -0.696
O  4.613  0.870  -1.953  -0.206
C  5.946  0.713  -2.497  -0.778
N  3.570  -1.467  -0.503  -0.329
H  2.923  -2.566  -3.692  0.554
H  1.774  -1.999  -2.310  0.149
H  2.970  -3.317  -2.162  0.473
H  4.815  -1.840  -2.057  0.680
H  2.674  0.297  -2.247  -0.218
H  3.612  -0.004  -3.594  0.508
H  6.083  1.165  -3.479  0.294
H  6.269  -0.324  -2.597  0.319
H  6.610  1.169  -1.767  0.347
H  2.582  -1.300  -0.317  -0.224
H  3.638  -2.421  -0.145  0.326


No. 7
Below is one molecule with the formula C12H21NS in a non-equilibrium geometry, with properties calculated with ωB97M-V/def2-TZVPD.

The total energy is -922.71880 hartree. For the energy relative to the best compared isomer or geometry (same formula, charge and spin), the calculation gives 0.000 eV. For the molecular weight, the calculation gives 211.4 g/mol. As for the orbital gap: 8.8 eV. Its SMILES is CCNC(=S)[C@H]1C(C)=CCCC1(C)C.

Last column: Mulliken charge in e.
Geometry (Å):
C  -0.266  0.934  3.727  -0.932
C  0.296  1.878  2.620  -0.681
N  0.282  1.118  1.398  0.132
C  -0.599  1.251  0.328  -0.791
S  -1.889  2.305  0.426  -0.311
C  -0.290  0.569  -0.958  0.625
C  1.187  0.444  -1.067  0.439
C  1.819  1.737  -1.366  -1.532
C  1.947  -0.657  -1.038  -0.777
C  1.367  -2.055  -0.618  -0.816
C  -0.109  -1.970  -0.268  -1.192
C  -0.949  -0.853  -1.099  1.246
C  -2.269  -0.969  -0.472  -1.763
C  -1.066  -1.291  -2.538  -1.695
H  0.530  0.153  3.926  0.270
H  -0.436  1.470  4.737  0.347
H  -1.219  0.378  3.428  0.215
H  -0.507  2.540  2.525  0.329
H  1.285  2.309  2.814  0.421
H  1.082  0.519  1.228  0.291
H  -0.742  1.040  -1.807  0.875
H  1.316  2.435  -2.136  0.267
H  2.914  1.552  -1.489  0.389
H  1.787  2.456  -0.493  0.231
H  3.022  -0.706  -1.103  0.370
H  1.529  -2.702  -1.599  0.292
H  2.045  -2.440  0.110  0.520
H  -0.657  -2.878  -0.465  0.613
H  -0.208  -1.645  0.781  0.273
H  -2.674  -2.070  -0.377  0.353
H  -3.033  -0.461  -1.110  0.381
H  -2.210  -0.496  0.504  0.385
H  -1.763  -0.510  -3.001  0.461
H  -1.426  -2.308  -2.473  0.429
H  -0.095  -1.077  -3.075  0.335


No. 8
Below is one molecule with the formula C3H5NOS2 in a non-equilibrium geometry, with properties calculated with ωB97M-V/def2-TZVPD.

The total energy is -1043.62452 hartree. For the energy relative to the best compared isomer or geometry (same formula, charge and spin), the calculation gives 1.761 eV. For the molecular weight, the calculation gives 135.2 g/mol. As for the orbital gap: 8.7 eV. Its SMILES is CS/N=C/OC=S.

Last column: Mulliken charge in e.
Geometry (Å):
C  -1.346  -1.790  -1.222  -0.814
S  -1.582  -1.038  0.397  -0.010
N  -0.250  0.013  0.379  -0.395
C  0.085  0.678  1.394  0.261
O  1.187  1.502  1.429  -0.264
C  1.820  1.792  0.283  -0.065
S  3.136  2.766  0.160  -0.242
H  -0.332  -2.155  -1.351  0.277
H  -1.560  -1.119  -2.037  0.290
H  -2.102  -2.549  -1.230  0.325
H  -0.404  0.676  2.379  0.350
H  1.349  1.223  -0.582  0.287